[1]
DFT (ωB97M-V/def2-TZVPD) results for a gas-phase ion, C3H8NO2S (charge +1) at a distorted geometry.

Relative energy (zero: lowest compared OMol25 entry of this formula, charge and spin), kJ/mol: 160.6
Net charge: +1
Strongest force on any atom, eV/Å: 5.39
SMILES string: OC1(O)[NH2+]CCS1
HOMO-LUMO gap, eV: 10.6
E_tot, hartree: -722.240135
HOMO level, eV: -13.9

Positions of all 15 atoms, in Å:
C (-0.8449, 1.1975, 0.5186)
C (-0.2369, 1.4232, -0.9385)
C (0.6600, -0.8952, -0.0122)
N (-0.5789, -0.2991, 0.7504)
O (-0.1107, -1.9480, -0.7468)
O (1.6234, -1.3962, 0.7660)
S (1.3453, 0.5705, -0.8305)
H (-0.3855, 1.8137, 1.1995)
H (-2.0191, 1.3482, 0.5756)
H (-0.8495, 0.8139, -1.6402)
H (-0.1255, 2.5380, -1.2545)
H (-0.3036, -0.3667, 1.7375)
H (-1.2952, -1.0422, 0.5815)
H (0.4984, -2.5324, -1.2344)
H (2.6227, -1.2253, 0.5280)

=====

[2]
DFT (ωB97M-V/def2-TZVPD) results for 2 unconnected molecules or ions with the total composition H2 at a distorted geometry.

Relative energy (zero: lowest compared OMol25 entry of this formula, charge and spin), kJ/mol: 515.9
Strongest force on any atom, eV/Å: 2.79
HOMO-LUMO gap, eV: 7.7
E_tot, hartree: -0.964371
HOMO level, eV: -10.2

Positions of all 2 atoms, in Å:
H (0.9737, 0.0867, 0.4013)
H (-0.9737, -0.0867, -0.4013)

=====

[3]
DFT (ωB97M-V/def2-TZVPD) results for a single C2H2OS molecule at a distorted geometry.

Relative energy (zero: lowest compared OMol25 entry of this formula, charge and spin), kJ/mol: 169.9
Strongest force on any atom, eV/Å: 3.97
HOMO-LUMO gap (alpha / beta), eV: 7.4 / 7.4
E_tot, hartree: -550.723521
HOMO level (alpha / beta), eV: -9.6 / -9.6

Positions of all 6 atoms, in Å:
C (-0.6296, 0.4373, 0.0169)
C (0.7265, -0.0336, -0.0161)
O (-1.2231, 1.4649, -0.0069)
S (-1.5078, -1.2668, 0.0037)
H (1.2223, -0.4282, -0.8582)
H (1.4118, -0.1735, 0.8606)

=====

[4]
DFT (ωB97M-V/def2-TZVPD) results for a single H2N2 molecule at a distorted geometry.

Relative energy (zero: lowest compared OMol25 entry of this formula, charge and spin), kJ/mol: 18.1
Strongest force on any atom, eV/Å: 4.09
SMILES string: [H]/N=N\[H]
HOMO-LUMO gap, eV: 10.4
E_tot, hartree: -110.634867
HOMO level, eV: -9.4

Positions of all 4 atoms, in Å:
H (-0.3859, -0.6511, -0.8254)
H (0.7929, 0.7800, 0.0178)
N (-0.5479, -0.5128, 0.1972)
N (0.1410, 0.3840, 0.6104)